Entry 1:
{"formula": "C3H16N2O6", "method": "wB97M-V/def2-TZVPD", "de_lowest_kj_mol": 68.7, "homo_ev": -10.06, "smiles": "c1c[nH]cn1.O.O.O.O.O.O", "fmax_ev_per_a": 1.9, "lumo_energy_ev": 0.264, "symbols": ["C", "C", "N", "C", "N", "H", "H", "H", "H", "O", "H", "H", "O", "H", "H", "O", "H", "H", "O", "H", "H", "O", "H", "H", "O", "H", "H"], "coordinates": [[1.783, -0.610, 1.594], [1.150, -1.775, 1.277], [-0.142, -1.426, 0.989], [-0.301, -0.094, 1.246], [0.848, 0.395, 1.655], [2.822, -0.384, 1.751], [1.408, -2.816, 1.170], [-0.941, -2.033, 0.879], [-1.254, 0.395, 1.266], [-0.376, -2.667, -1.682], [0.402, -2.487, -1.139], [-1.008, -2.096, -1.225], [-1.256, 2.361, 0.279], [-1.027, 2.627, -0.616], [-0.590, 2.745, 0.918], [0.636, 3.176, 1.872], [0.691, 2.260, 2.228], [1.478, 3.163, 1.402], [0.964, 1.157, -1.450], [0.458, 1.102, -0.631], [1.803, 0.758, -1.185], [-2.930, -0.881, -0.234], [-3.708, -0.415, -0.553], [-2.183, -0.299, -0.409], [0.444, -0.747, -3.508], [0.863, -0.056, -2.976], [-0.032, -1.353, -2.920]], "forces_ev_per_a": [[-0.507, 0.031, 0.243], [-0.131, -0.441, -0.707], [-1.018, 0.656, 0.658], [0.891, -1.330, 1.034], [0.093, 0.729, -0.540], [0.068, -0.263, 0.266], [0.488, 0.150, 0.036], [0.144, -0.228, 0.007], [-0.022, 0.128, -0.136], [-0.084, 0.244, 0.706], [0.296, -0.266, -0.372], [-0.504, -0.256, -0.378], [-0.225, -0.167, 0.031], [0.092, 0.323, 0.171], [-0.342, 0.088, -0.919], [0.617, -0.469, 0.619], [-0.203, 0.201, -0.026], [-0.023, 0.485, -0.257], [0.480, -0.113, 0.201], [-0.287, 0.192, 0.130], [0.056, 0.147, -0.132], [0.385, -0.325, 0.099], [0.014, 0.055, -0.054], [-0.266, 0.393, -0.163], [0.168, 0.105, -0.478], [-0.570, -0.266, 0.051], [0.389, 0.196, -0.090]]}


Entry 2:
{"formula": "C25H30N6O5", "method": "wB97M-V/def2-TZVPD", "de_lowest_kj_mol": 42.3, "homo_ev": -8.01, "smiles": "COc1ccc(N(CC(=O)NC2CCCC2)C(=O)Cn2nnc(-c3ccc(OC)c(OC)c3)n2)cc1", "fmax_ev_per_a": 1.1, "lumo_energy_ev": 0.636, "symbols": ["C", "O", "C", "C", "C", "C", "N", "C", "C", "O", "N", "C", "C", "C", "C", "C", "C", "O", "C", "N", "N", "N", "C", "C", "C", "C", "C", "O", "C", "C", "O", "C", "C", "N", "C", "C", "H", "H", "H", "H", "H", "H", "H", "H", "H", "H", "H", "H", "H", "H", "H", "H", "H", "H", "H", "H", "H", "H", "H", "H", "H", "H", "H", "H", "H", "H"], "coordinates": [[-3.031, -4.536, 1.326], [-1.810, -5.014, 0.813], [-0.748, -4.171, 0.784], [0.409, -4.669, 0.180], [1.535, -3.884, 0.071], [1.526, -2.580, 0.559], [2.675, -1.756, 0.406], [3.230, -1.149, 1.610], [2.701, 0.293, 1.748], [1.786, 0.577, 2.495], [3.339, 1.162, 0.955], [2.890, 2.523, 0.741], [4.091, 3.489, 0.754], [4.264, 3.985, -0.689], [3.478, 2.991, -1.542], [2.277, 2.663, -0.661], [3.202, -1.411, -0.783], [4.240, -0.779, -0.888], [2.402, -1.786, -2.037], [1.023, -1.458, -1.858], [0.031, -2.225, -2.230], [-1.054, -1.649, -1.859], [-0.697, -0.503, -1.236], [-1.629, 0.414, -0.624], [-1.204, 1.369, 0.292], [-2.133, 2.212, 0.858], [-3.490, 2.142, 0.540], [-4.252, 3.061, 1.190], [-5.636, 3.187, 0.951], [-3.922, 1.162, -0.377], [-5.262, 1.086, -0.672], [-5.690, 0.132, -1.612], [-2.982, 0.315, -0.940], [0.626, -0.366, -1.241], [0.400, -2.100, 1.212], [-0.733, -2.887, 1.318], [-3.372, -3.652, 0.779], [-2.955, -4.300, 2.392], [-3.745, -5.347, 1.187], [0.396, -5.676, -0.205], [2.427, -4.280, -0.391], [2.914, -1.736, 2.472], [4.320, -1.146, 1.530], [4.018, 0.804, 0.294], [2.169, 2.735, 1.533], [4.979, 2.956, 1.094], [3.919, 4.317, 1.440], [3.829, 4.980, -0.797], [5.312, 4.043, -0.980], [4.069, 2.091, -1.719], [3.189, 3.407, -2.506], [1.568, 3.492, -0.669], [1.755, 1.756, -0.964], [2.827, -1.203, -2.862], [2.464, -2.848, -2.280], [-0.164, 1.432, 0.568], [-1.835, 2.960, 1.575], [-5.955, 4.018, 1.580], [-5.846, 3.421, -0.095], [-6.181, 2.285, 1.235], [-5.229, 0.294, -2.591], [-5.482, -0.889, -1.277], [-6.768, 0.271, -1.694], [-3.271, -0.449, -1.644], [0.398, -1.105, 1.629], [-1.599, -2.474, 1.810]], "forces_ev_per_a": [[-0.197, 0.077, 0.093], [0.253, -0.106, -0.121], [0.274, 0.042, -0.033], [-0.247, -0.029, 0.056], [-0.074, 0.122, 0.203], [-0.288, -0.362, 0.099], [0.044, -0.130, 0.356], [0.146, 0.296, 0.157], [0.480, -0.540, -0.043], [-0.463, 0.085, 0.290], [0.280, 0.278, -0.244], [-0.305, 0.097, 0.184], [0.013, 0.126, 0.024], [0.093, -0.005, -0.078], [-0.115, 0.190, 0.014], [0.033, -0.101, -0.020], [-0.119, -0.144, -0.252], [0.187, 0.003, -0.246], [0.697, 0.037, -0.231], [-0.755, 0.356, -0.087], [0.455, -0.812, -0.471], [-0.663, 0.147, 0.104], [0.968, -0.285, -0.356], [-0.371, 0.414, 0.311], [-0.115, -0.215, -0.198], [-0.307, 0.025, -0.062], [0.188, -0.010, 0.011], [0.333, -0.180, -0.027], [-0.506, 0.144, 0.002], [-0.185, 0.071, 0.039], [0.354, 0.237, 0.286], [-0.078, -0.146, -0.148], [0.121, 0.017, 0.014], [-0.310, 0.468, 0.140], [0.203, -0.105, -0.152], [-0.222, -0.241, 0.065], [0.013, -0.014, 0.021], [0.001, 0.007, -0.046], [0.013, 0.091, 0.036], [-0.005, -0.134, -0.058], [0.103, -0.046, -0.032], [0.033, 0.119, -0.107], [-0.101, -0.030, 0.053], [-0.071, -0.179, 0.173], [0.113, -0.016, -0.109], [0.002, 0.024, 0.076], [0.053, -0.002, 0.069], [0.018, 0.048, -0.038], [0.035, 0.102, -0.018], [0.043, -0.091, -0.069], [0.041, -0.067, -0.091], [-0.053, 0.097, -0.018], [-0.056, 0.084, 0.061], [-0.056, -0.122, 0.203], [-0.032, 0.127, 0.038], [0.178, 0.022, 0.078], [0.020, 0.098, 0.095], [0.004, -0.059, -0.054], [0.004, -0.013, 0.090], [0.036, 0.098, -0.024], [-0.003, -0.023, 0.035], [0.010, 0.030, -0.025], [0.073, -0.062, -0.040], [-0.120, -0.049, -0.068], [0.019, 0.134, 0.038], [-0.120, 0.010, 0.049]]}


Entry 3:
{"formula": "C4H8N2O2", "method": "wB97M-V/def2-TZVPD", "de_lowest_kj_mol": 98.2, "homo_ev": -9.50, "smiles": "NC(=O)[C@@H](N)CC=O", "fmax_ev_per_a": 0.9, "lumo_energy_ev": 0.729, "symbols": ["N", "C", "O", "C", "N", "C", "C", "O", "H", "H", "H", "H", "H", "H", "H", "H"], "coordinates": [[-1.003, 0.749, 2.137], [-1.090, 0.765, 0.777], [-1.761, 1.578, 0.185], [-0.250, -0.320, 0.081], [-0.943, -0.946, -1.033], [1.026, 0.323, -0.430], [1.845, -0.698, -1.202], [2.502, -1.527, -0.632], [-1.500, 1.476, 2.633], [-0.567, 0.033, 2.692], [-0.026, -1.098, 0.807], [-1.828, -1.349, -0.762], [-1.091, -0.296, -1.796], [0.798, 1.203, -1.027], [1.663, 0.639, 0.394], [1.811, -0.690, -2.307]], "forces_ev_per_a": [[-0.266, 0.471, 0.317], [0.296, -0.528, 0.515], [-0.012, 0.137, -0.307], [-0.806, 0.212, -0.270], [0.333, -0.101, -0.151], [0.681, -0.082, -0.024], [-0.179, -0.143, 0.018], [0.125, -0.040, 0.047], [0.041, -0.138, -0.072], [0.100, -0.049, -0.317], [0.238, -0.115, 0.064], [-0.064, 0.079, -0.008], [-0.179, 0.073, 0.190], [-0.148, 0.018, -0.208], [-0.101, 0.065, 0.168], [-0.057, 0.138, 0.039]]}